(1)
Computed, not measured: a molecular structure, C20H16N5OReS4 at a distorted geometry, with the ωB97M-V functional and the def2-TZVPD basis.

Calculated values
Kohn-Sham gap (spin up / spin down) ... 5.06 / 5.16 eV
Spin multiplicity ... 2
⟨S²⟩ ... 0.79
Total charge ... +1
LUMO (spin up / spin down) ... -5.79 / -5.87 eV

Geometry as XYZ:
```
47
Properties=species:S:1:pos:R:3:forces:R:3:mulliken_charge:R:1
Re -0.30074 0.22544 -0.21737 -1.04 2.30 0.81 0.824
C -5.14818 -1.59801 1.19914 0.22 -0.05 -0.15 -0.890
S -3.75561 -2.75142 1.16196 -0.13 -0.06 0.20 0.053
C -2.55735 -1.81927 0.36272 0.62 -0.03 -0.91 0.528
S -2.65543 -0.06354 0.22106 1.43 0.57 -0.18 -0.341
N -1.58271 -2.46410 -0.20137 -1.07 -1.92 0.63 -1.391
N -0.74153 -1.70194 -0.88514 0.88 0.67 -0.69 0.895
C -0.38391 -2.05343 -2.09326 -0.67 -0.30 1.32 -0.457
C 0.15266 -0.99870 -2.88977 0.63 0.80 -1.01 0.751
C 0.58740 -1.15028 -4.20954 -0.32 -0.27 0.80 -0.982
C 1.01290 -0.04262 -4.91294 0.09 0.48 0.21 -0.277
C 1.01692 1.19737 -4.27891 -0.01 -0.45 -0.29 -0.831
C 0.54508 1.28467 -2.98345 -0.04 0.43 -0.09 0.095
N 0.11114 0.22773 -2.30157 0.39 -0.45 -0.32 -0.182
H -5.85146 -2.00172 1.92012 -0.04 0.04 0.05 0.357
H -5.59930 -1.55485 0.21082 -0.08 0.03 0.07 0.328
H -4.80183 -0.61536 1.50314 -0.19 0.02 0.18 0.329
H -0.63545 -3.02680 -2.49315 -0.07 -0.05 0.06 0.478
H 0.58193 -2.13431 -4.64854 -0.01 -0.11 -0.10 0.471
H 1.33540 -0.13882 -5.93700 0.09 0.00 -0.10 0.461
H 1.37439 2.07604 -4.78950 -0.07 0.14 -0.01 0.473
H 0.48310 2.24258 -2.48414 0.11 -0.04 0.06 0.369
S -0.01087 0.73545 2.12446 0.51 -0.51 -1.16 -0.317
C -0.12635 2.42116 1.71977 -0.15 0.92 1.24 0.810
S -0.26184 2.63427 0.01417 -0.14 -1.33 -0.38 -0.355
C -0.10906 3.44042 2.64380 -0.11 -1.10 -0.90 0.478
C -0.00048 3.15700 4.01892 0.14 -0.23 0.37 -0.086
N 0.10573 2.91159 5.13324 0.01 -0.14 0.48 -0.403
C -0.23163 4.79932 2.29426 0.02 0.36 -0.29 -0.080
N -0.32345 5.91551 2.04902 -0.05 0.37 -0.19 -0.411
C 4.20837 -0.06220 -1.04905 -0.20 0.30 -0.05 -1.766
C 2.98288 -0.60770 -0.38024 0.58 -0.15 -0.10 1.014
O 1.96552 0.09228 -0.37876 -1.13 0.05 0.06 -0.367
C 3.06735 -1.92807 0.23908 -0.28 -0.32 0.31 0.709
C 4.25181 -2.67985 0.21841 -0.17 0.18 -0.04 -0.484
C 4.30904 -3.89862 0.86485 0.05 -0.05 0.02 -0.845
C 3.19247 -4.39268 1.52506 0.03 0.05 -0.10 -0.446
C 2.01165 -3.66551 1.54369 0.03 -0.07 0.05 -1.058
C 1.95447 -2.44184 0.91479 0.00 0.23 -0.08 0.262
H 3.99554 0.91072 -1.48434 -0.03 0.00 0.04 0.347
H 4.54324 -0.74215 -1.83046 0.05 -0.06 -0.01 0.439
H 5.00888 0.04185 -0.31954 0.10 -0.02 0.02 0.481
H 5.12903 -2.31547 -0.29291 0.06 0.04 -0.01 0.400
H 5.23010 -4.46320 0.86644 0.02 -0.03 -0.04 0.410
H 3.24352 -5.34680 2.02391 0.02 -0.12 0.08 0.425
H 1.14859 -4.04952 2.06157 -0.13 -0.04 0.07 0.453
H 1.04463 -1.85724 0.95886 0.03 -0.06 0.06 0.326
```
Positions in Å, forces in eV/Å.

---

(2)
Computed, not measured: a molecular structure, C20H16N5OSTa at a distorted geometry, with the ωB97M-V functional and the def2-TZVPD basis.

Calculated values
Energy above the lowest of the compared OMol25 structures with the same formula, charge and spin ... 0.00 kcal per mole
Kohn-Sham gap ... 5.93 eV
Spin multiplicity ... 1
Total charge ... +2
LUMO ... -8.87 eV

Geometry as XYZ:
```
44
Properties=species:S:1:pos:R:3:forces:R:3:mulliken_charge:R:1
Ta 0.85246 -0.78356 0.54932 -2.99 -0.14 1.34 1.510
N -0.87828 1.84560 3.80607 0.04 -0.02 -0.03 -0.391
C -0.15268 1.40194 2.77713 0.02 -0.23 0.18 0.793
S 0.14005 -0.38029 2.80990 0.56 -0.24 -0.82 -0.313
N 0.27355 2.17935 1.85824 -0.05 0.51 -0.11 -1.035
N 0.95290 1.58042 0.82879 -0.03 -1.07 0.13 0.281
C 1.65101 2.40542 0.11207 0.21 0.04 -0.08 0.002
C 2.55164 2.05150 -0.95706 -0.24 0.16 0.23 0.485
C 3.28630 3.05476 -1.59491 0.00 0.13 0.00 -0.819
C 4.24119 2.73378 -2.54099 -0.01 -0.02 0.03 -0.768
C 4.47959 1.39995 -2.85602 -0.03 0.08 0.02 -0.494
C 3.74611 0.38963 -2.24912 -0.01 -0.40 -0.08 -0.598
C 2.79378 0.73150 -1.32034 0.17 0.12 -0.03 0.700
O 2.04639 -0.23757 -0.69057 0.85 -0.13 -0.79 -0.274
H -1.13173 1.24461 4.57127 0.02 0.02 0.01 0.203
H -1.06108 2.83496 3.88193 -0.02 -0.01 0.00 0.259
H 1.59393 3.45683 0.38293 -0.03 -0.01 0.06 0.469
H 3.10232 4.08753 -1.32528 0.03 0.00 -0.02 0.417
H 4.80948 3.51598 -3.02365 0.00 0.00 0.00 0.442
H 5.24476 1.14159 -3.57526 -0.03 -0.01 -0.02 0.426
H 3.91046 -0.65284 -2.48857 0.03 0.03 -0.03 0.481
C -4.19992 2.27174 -0.12068 -0.01 -0.05 0.00 -0.508
C -4.67190 0.97784 0.09103 0.01 0.01 -0.01 -0.636
C -3.79372 -0.08442 0.15273 0.01 -0.18 0.09 -0.360
C -2.42813 0.15461 -0.00680 -0.13 0.19 -0.04 0.380
C -1.95623 1.43651 -0.24269 0.09 -0.04 -0.13 0.113
C -2.84313 2.49807 -0.29042 -0.01 0.07 -0.03 -0.821
N -1.48870 -0.91456 0.05659 1.58 0.10 0.10 0.348
N -1.92692 -2.06959 0.10715 -0.57 -0.09 -0.12 -0.590
C -1.02717 -3.12672 0.19052 0.08 -0.13 0.08 0.137
C -1.54558 -4.40497 0.10938 -0.13 -0.01 -0.01 -0.441
C -0.66932 -5.48796 0.11481 0.02 0.02 0.01 -0.527
C 0.69997 -5.27830 0.19187 -0.02 -0.04 0.03 -0.708
C 1.21101 -3.98627 0.29017 0.05 0.05 0.03 -0.531
C 0.35292 -2.88549 0.31502 0.71 1.30 0.07 0.545
H -4.89563 3.09869 -0.16437 0.00 0.00 0.00 0.422
H -5.73190 0.79791 0.20607 0.01 0.01 0.02 0.407
H -4.14376 -1.09217 0.32539 -0.05 0.05 0.01 0.480
H -0.90422 1.59957 -0.42710 -0.13 0.02 -0.06 0.311
H -2.47787 3.49948 -0.47311 0.01 -0.01 -0.01 0.423
H -2.61728 -4.53343 0.03381 0.02 -0.07 -0.03 0.510
H -1.05826 -6.49522 0.05059 -0.01 0.01 -0.01 0.426
H 1.37808 -6.12107 0.17952 -0.02 0.00 0.00 0.416
H 2.28550 -3.85532 0.35462 0.00 -0.01 0.01 0.429
```
Positions in Å, forces in eV/Å.

---

(3)
Computed, not measured: 2 unconnected molecules or ions with the total composition C20H17Br2O6 at a distorted geometry, with the ωB97M-V functional and the def2-TZVPD basis.

Calculated values
Kohn-Sham gap ... 5.75 eV
Spin multiplicity ... 1
Total charge ... -1
LUMO ... 1.45 eV

Geometry as XYZ:
```
45
Properties=species:S:1:pos:R:3:forces:R:3:mulliken_charge:R:1
C -5.42302 1.81574 3.01074 0.20 -0.63 -0.45 -0.831
O -5.10324 0.70283 2.14355 -0.07 0.38 0.53 -0.449
C -3.80657 0.30124 2.09164 0.99 0.09 -0.03 0.957
C -2.77836 0.89755 2.86020 -0.97 -0.14 -0.43 -0.460
C -1.46264 0.55826 2.61533 0.59 -0.56 -0.57 -0.696
C -1.09635 -0.40058 1.63043 -1.82 0.46 0.20 0.464
C 0.27076 -0.72171 1.34671 2.31 0.80 1.36 -1.331
C 1.35682 0.14156 1.58863 -1.03 -0.87 -0.63 0.948
C 2.68273 -0.40792 1.70719 0.97 -0.02 0.05 -0.397
C 3.76284 0.35350 2.04116 -1.20 0.27 -0.24 -0.428
Br 5.45449 -0.41262 2.36049 -0.05 0.01 -0.10 -0.179
C 3.66809 1.83534 2.17289 0.75 0.37 0.29 0.751
O 4.64537 2.55052 2.40480 -0.99 -0.68 -0.20 -0.683
C 2.29444 2.37901 1.99674 -0.35 -1.32 -0.22 -0.503
Br 2.08963 4.24249 2.21611 -0.02 -0.09 -0.09 -0.192
C 1.23148 1.57120 1.70083 0.35 1.13 0.38 -0.379
C -2.16482 -1.07562 0.96940 0.83 0.26 0.28 -0.409
C -3.47818 -0.73495 1.18124 -0.52 0.63 0.54 -0.913
H -6.47179 2.02490 2.80276 0.12 0.05 0.11 0.237
H -5.29087 1.53465 4.06438 -0.04 0.08 -0.21 0.324
H -4.80518 2.69543 2.78012 -0.16 -0.25 -0.01 0.356
H -3.01576 1.64862 3.61669 0.15 -0.29 -0.28 0.361
H -0.68579 1.04366 3.20348 -0.18 -0.23 -0.08 0.632
H 0.52074 -1.77126 1.17547 0.01 0.40 -0.04 0.854
H 2.81175 -1.47405 1.52946 -0.05 0.15 0.05 0.354
H 0.25825 2.03718 1.55496 0.26 -0.16 -0.12 0.768
H -1.92275 -1.84604 0.24059 -0.10 0.18 0.11 0.341
H -4.28515 -1.22091 0.63667 0.18 0.13 0.07 0.393
C 0.64698 -1.93673 -4.56223 -0.19 -0.21 -0.04 -1.536
C 1.50884 -0.88535 -3.87799 0.22 0.43 0.59 1.687
C 2.40002 -0.16609 -4.89935 -0.12 -0.04 0.43 -1.727
O 0.70046 0.13173 -3.25345 0.36 -0.41 -0.31 -0.435
C 0.03841 -0.23240 -2.08162 -0.08 -0.33 0.32 0.534
O -0.81739 0.53074 -1.66167 -0.17 0.08 -0.30 -0.729
C 0.48250 -1.42830 -1.46176 0.27 0.15 -0.91 0.125
C 1.80709 -1.87516 -1.70029 -0.41 0.07 0.22 0.394
O 2.49960 -2.52040 -0.92717 0.16 -0.27 -0.16 -0.752
O 2.38812 -1.48289 -2.90469 -0.32 0.28 -0.34 -0.419
H 0.01207 -2.45958 -3.83741 0.18 0.15 -0.19 0.359
H 0.01468 -1.45410 -5.31697 0.09 -0.05 0.17 0.348
H 1.29256 -2.66337 -5.06965 -0.08 0.11 0.14 0.358
H 3.01489 0.58071 -4.38818 -0.12 -0.14 -0.04 0.396
H 3.05507 -0.88556 -5.39799 -0.10 0.04 0.09 0.381
H 1.77894 0.33650 -5.64592 0.03 -0.09 0.12 0.378
H -0.07978 -1.85775 -0.65631 0.11 0.11 -0.07 -0.253
```
Positions in Å, forces in eV/Å.

---

(4)
Computed, not measured: a molecular structure, C20H17BrN4O2PdS at a distorted geometry, with the ωB97M-V functional and the def2-TZVPD basis.

Calculated values
Energy above the lowest of the compared OMol25 structures with the same formula, charge and spin ... 25.00 kcal per mole
Kohn-Sham gap (spin up / spin down) ... 5.16 / 5.16 eV
Spin multiplicity ... 1
LUMO (spin up / spin down) ... -1.83 / -1.82 eV

Geometry as XYZ:
```
46
Properties=species:S:1:pos:R:3:forces:R:3:mulliken_charge:R:1
Pd -1.09853 -0.37071 -2.26219 0.66 -0.43 -1.03 0.987
Br -1.09083 -5.88561 3.57431 0.13 0.13 0.03 -0.189
C -0.02483 -4.31781 3.70861 -0.13 -0.09 0.16 0.094
C -0.07673 -3.55171 4.86891 -0.16 -0.48 -0.22 -0.364
C 0.64797 -2.38771 4.95121 0.46 0.47 -0.50 -0.236
C 1.42657 -1.95831 3.85621 -2.16 -1.21 -1.07 0.146
C 1.52077 -2.79791 2.71881 0.11 0.27 0.41 -0.162
C 0.79517 -3.95811 2.64561 -0.19 -0.35 0.21 -0.623
N 2.01647 -0.74981 3.90401 2.41 0.33 0.39 -0.754
N 2.62637 -0.24961 2.90671 0.98 2.01 2.41 -0.295
C 2.18157 0.00009 1.69691 -1.14 -0.74 -2.32 -0.276
C 3.09837 0.19189 0.63221 -0.44 -0.15 1.46 -0.583
C 2.70347 0.10939 -0.67449 -0.98 -0.16 -0.97 -0.609
C 1.35187 -0.13241 -1.02059 0.93 0.02 0.47 1.553
O 0.94287 -0.34721 -2.22889 -0.92 0.12 -0.24 -0.872
C 0.38947 -0.09031 0.02971 0.36 0.27 0.70 -0.479
N -0.92083 -0.12471 -0.33939 -0.17 0.02 0.90 -0.240
C -1.86523 0.00949 0.57521 -0.29 -0.10 -0.41 -0.247
C -1.56493 0.21989 1.91661 0.80 -0.03 0.43 -1.122
C -0.24273 0.21139 2.32971 -0.88 0.04 -0.11 -0.176
C 0.76427 0.03029 1.38841 0.66 -0.37 -0.75 0.780
H -0.69023 -3.86791 5.69851 -0.06 -0.05 0.03 0.413
H 0.60967 -1.77451 5.83731 0.01 0.12 0.09 0.476
H 2.17377 -2.53141 1.90091 0.00 0.06 -0.04 0.450
H 0.85327 -4.58551 1.76951 0.00 -0.07 -0.05 0.432
H 4.13887 0.32199 0.88491 0.13 -0.08 0.08 0.454
H 3.42897 0.19319 -1.46849 0.03 -0.02 -0.13 0.457
H -2.89293 -0.04671 0.23791 0.09 0.03 -0.09 0.411
H -2.35573 0.37579 2.62941 -0.17 -0.01 0.02 0.433
H 0.01187 0.36679 3.36621 -0.04 0.01 0.11 0.647
C -0.77503 2.86089 -4.78789 -0.08 0.00 0.28 -0.544
C 0.35137 3.56569 -4.03439 -0.08 -0.15 0.09 -0.649
C 0.37987 2.77209 -2.72719 0.30 0.02 0.10 -0.201
O -0.94263 2.22889 -2.54219 0.11 0.15 -0.15 -0.237
C -1.75953 2.63439 -3.64609 -0.13 0.06 -0.21 -0.369
H -0.42103 1.89459 -5.15879 -0.06 0.06 -0.11 0.227
H -1.19083 3.44199 -5.60799 -0.01 -0.02 -0.03 0.386
H 0.08587 4.60699 -3.84689 0.02 0.02 -0.05 0.279
H 1.30537 3.53029 -4.55399 0.06 0.04 0.00 0.329
H 0.63967 3.38319 -1.85619 -0.07 -0.05 -0.10 0.277
H 1.08587 1.93509 -2.79209 -0.14 0.16 0.03 0.130
H -2.27423 3.57249 -3.39019 -0.03 -0.19 -0.08 0.257
H -2.49633 1.84569 -3.83509 0.08 0.21 0.09 0.204
S -5.67303 0.18419 -2.33149 -0.89 0.29 0.15 -0.400
C -4.15003 -0.20681 -2.40309 1.01 -0.37 -0.18 0.414
N -3.02343 -0.55201 -2.52039 -0.12 0.20 0.21 -0.610
```
Positions in Å, forces in eV/Å.

---

Number 1: E_tot -75960.9564 eV. Number 2: E_tot -42868.2473 eV. Number 3: E_tot -173386.8540 eV. Number 4: E_tot -115425.3180 eV.